11
Properties=species:S:1:pos:R:3 method="wB97M-V/def2-TZVPD" de_lowest_kj_mol=96.2 e_tot_ev=-16066.755 orbital_gap_ev=6.35 smiles=[O-]N1CN1O[SiH3] lumo_ev=3.8 charge=-1 multiplicity=1
O 1.5607 -1.6534 -2.2406
N 0.8096 -1.1911 -1.2879
C -0.5257 -1.7059 -1.1366
N -0.4897 -0.3895 -1.6878
O -0.6142 0.6743 -0.7299
Si 0.3345 1.3391 0.4250
H -0.9076 -2.4204 -1.8743
H -0.9065 -1.8410 -0.1268
H 0.4021 0.4608 1.6104
H 1.6825 1.8092 0.1392
H -0.5822 2.4395 0.7563